The following is a DFT calculation (wB97M-V/def2-TZVPD) of a molecular structure, C21H33BN3O7PS.

```
! RIJCOSX wB97M-V def2-TZVPD def2/J DEFGRID3
* xyz 0 1
C -1.6318 1.3477 5.8373
C -2.0883 1.9772 4.5207
C -2.4167 0.9399 3.4478
O -1.7858 -0.3121 3.7252
C -1.8288 -1.2068 2.6302
C -0.5147 -1.5472 1.9604
C 0.4724 -0.6946 1.5738
N 0.3837 0.7444 1.8144
C 0.9092 1.0699 2.8703
O 1.4415 1.4537 3.7996
C 1.6553 -1.0892 0.8846
B 2.6657 0.0737 0.4402
O 3.5640 0.5550 1.3725
O 2.5301 0.5455 -0.8157
C 3.7101 1.0453 -1.4741
C 3.5001 2.5197 -1.7690
C 1.8836 -2.4132 0.6250
P 3.3820 -3.0123 -0.1779
O 3.9139 -2.1366 -1.2456
C 0.8795 -3.3344 1.0337
N 0.9565 -4.6619 0.8558
S -0.4023 -5.2820 1.4416
N -1.1244 -3.9399 1.9375
C -0.2997 -2.9264 1.6655
H -2.4264 0.7443 6.2604
H -0.7352 0.7596 5.7156
H -1.3810 2.1501 6.5258
H -2.9860 2.5460 4.7397
H -1.3156 2.6476 4.1598
H -2.1467 1.2926 2.4561
H -3.4942 0.7609 3.4347
H -2.5627 -0.8666 1.9002
H -2.2075 -2.1488 3.0166
H 3.4681 1.5059 1.4894
H 3.7577 0.5414 -2.4256
H 4.6222 0.8502 -0.9251
H 3.5596 3.1293 -0.8708
H 2.4843 2.6213 -2.1356
H 4.2004 2.8647 -2.5195
H 3.0721 -4.2937 -0.6573
H 4.3136 -3.2177 0.8595
C 4.8912 0.5778 -7.1795
C 5.0055 -0.6935 -6.3421
C 4.3117 -0.2766 -5.0533
O 3.3131 0.6806 -5.4213
C 3.5160 1.0917 -6.7743
H 4.9801 0.4088 -8.2517
H 5.6626 1.2917 -6.8815
H 4.4547 -1.5068 -6.8201
H 6.0302 -1.0248 -6.1824
H 5.0120 0.2057 -4.3628
H 3.8398 -1.1123 -4.5366
H 2.7290 0.6468 -7.3933
H 3.4325 2.1774 -6.8370
C -6.8928 0.2243 0.0479
C -7.5577 1.1156 1.0927
C -6.9925 0.5485 2.3874
O -5.6874 0.0517 2.0759
C -5.5141 0.0129 0.6565
H -6.8519 0.6665 -0.9461
H -7.4232 -0.7278 -0.0238
H -7.2337 2.1504 0.9612
H -8.6457 1.0936 1.0619
H -7.6004 -0.2844 2.7558
H -6.9130 1.2949 3.1784
H -4.8267 0.8167 0.3693
H -5.0676 -0.9418 0.3751
*
```

Computed properties:
E_HOMO ... -9.16 eV
LUMO energy ... -0.87 eV
Max |F| ... 2.21 eV Å⁻¹

natural (NBO) analysis output, partial charges in e: -0.5964, -0.4171, -0.0729, -0.5478, -0.0906, -0.0834, 0.2434, -0.5996, 0.9009, -0.4624, -0.2997, 1.1655, -0.9240, -0.7048, -0.0598, -0.6250, -0.3876, 1.5388, -1.0906, 0.0837, -0.6299, 0.9784, -0.6378, 0.1621, 0.2047, 0.2152, 0.2026, 0.2058, 0.1932, 0.1753, 0.1837, 0.1959, 0.2154, 0.5025, 0.1975, 0.1849, 0.1903, 0.2199, 0.2134, -0.0629, -0.0846, -0.4304, -0.4298, -0.0718, -0.5404, -0.0655, 0.2158, 0.2001, 0.2013, 0.2178, 0.1610, 0.1981, 0.1629, 0.1818, -0.4301, -0.4307, -0.0659, -0.5438, -0.0687, 0.2191, 0.2027, 0.2021, 0.2186, 0.1662, 0.1839, 0.1651, 0.1847